Below is C21H29N3O2 in the gas phase, with properties calculated with the ωB97M-V functional and the def2-TZVPD basis.

* spin multiplicity: 1
* SMILES: CCCn1ncc(CN2CCC[C@H](C(=O)c3cccc(OC)c3)C2)c1C
* DFT total energy: -1132.349612 Ha
* max |F|: 0.01663 hartree/bohr
* orbital gap: 8.9 eV
* relative energy (zero: lowest compared OMol25 entry of this formula, charge and spin): 62.0 kcal/mol

CARTESIAN COORDINATES (ANGSTROEM)
O (1.453, -2.180, 0.103)
O (-0.987, -6.551, 0.859)
N (1.157, 1.744, 1.521)
N (0.755, 3.444, -2.374)
N (2.050, 3.357, -2.672)
C (0.288, -0.656, 2.878)
C (2.669, 3.092, -1.538)
C (1.258, 1.651, 2.964)
C (-1.234, -5.220, 0.964)
C (-1.699, 2.605, -5.147)
C (0.165, 0.731, 3.500)
C (-1.954, -2.535, 1.228)
C (1.759, 3.006, -0.474)
C (1.372, 0.443, 0.916)
C (0.523, 3.233, -1.057)
C (-2.897, -3.535, 1.404)
C (-0.692, 2.354, -4.033)
C (0.316, -6.967, 0.522)
C (-0.291, -4.219, 0.781)
C (0.268, -0.519, 1.349)
C (-0.641, -2.875, 0.920)
C (-0.206, 3.670, -3.417)
C (2.053, 2.748, 0.967)
C (-2.547, -4.864, 1.282)
C (-0.827, 3.271, -0.440)
C (0.449, -1.883, 0.713)
H (-1.241, 4.280, -0.473)
H (-2.033, 1.664, -5.576)
H (-0.693, -0.096, 1.044)
H (1.903, 3.672, 1.539)
H (-1.050, 4.233, -3.011)
H (2.247, 1.268, 3.278)
H (0.172, 1.815, -4.424)
H (1.234, -1.111, 3.181)
H (0.241, 0.666, 4.586)
H (-0.523, -1.302, 3.218)
H (1.044, -6.657, 1.279)
H (1.135, 2.653, 3.385)
H (-0.809, 1.156, 3.248)
H (0.288, 4.270, -4.186)
H (0.621, -6.580, -0.454)
H (-1.251, 3.203, -5.937)
H (-2.568, 3.136, -4.766)
H (-0.738, 2.955, 0.596)
H (-1.147, 1.735, -3.257)
H (0.735, -4.440, 0.530)
H (-1.514, 2.603, -0.957)
H (3.113, 2.456, 1.072)
H (2.354, 0.021, 1.193)
H (3.735, 2.979, -1.515)
H (0.277, -8.054, 0.484)
H (1.355, 0.556, -0.170)
H (-3.273, -5.649, 1.422)
H (-3.917, -3.273, 1.639)
H (-2.256, -1.503, 1.312)

Atomic charges from the Löwdin analysis, expressed in e, are listed below: O 0.1105; O -0.0801; N -0.1776; N -0.1328; N 0.0770; C -0.1466; C -0.1058; C -0.2024; C -0.2641; C -0.1130; C -0.1687; C -0.0427; C -0.1810; C -0.1428; C -0.2236; C -0.0684; C -0.2378; C -0.0830; C 0.0490; C -0.2301; C -0.1431; C -0.1519; C -0.1507; C 0.0031; C -0.0064; C -0.3175; H 0.0841; H 0.0697; H 0.1435; H 0.1258; H 0.1229; H 0.1286; H 0.1115; H 0.1309; H 0.1118; H 0.1119; H 0.0971; H 0.1195; H 0.1153; H 0.1276; H 0.0983; H 0.0723; H 0.0710; H 0.0680; H 0.1019; H 0.1126; H 0.0762; H 0.1292; H 0.1390; H 0.1043; H 0.0929; H 0.1325; H 0.1184; H 0.1061; H 0.1076